An isolated molecule of C4H10FN, computed with ωB97M-V/def2-TZVPD.

Results
Gap between HOMO and LUMO = 10.7 eV
E_LUMO = 0.99 eV
SMILES = CC(C)(N)CF
Multiplicity = 1

XYZ file:
```
16
C4H10FN ωB97M-V/def2-TZVPD
C 0.0524 1.2254 -0.9081
C -0.0980 -0.0855 -0.1222
C -0.4212 0.2913 1.3621
N -1.1006 -0.9966 -0.6585
C 1.1791 -0.8527 -0.2476
F 2.3431 -0.1110 0.0928
H 0.4109 1.0603 -1.9448
H -0.8804 1.7820 -0.9188
H 0.8362 1.8435 -0.3704
H 0.4324 0.7909 1.8955
H -1.2576 0.9525 1.3988
H -0.7442 -0.5680 1.9488
H -1.1346 -1.8268 -0.1288
H -2.0125 -0.5759 -0.5891
H 1.2981 -1.2202 -1.2551
H 1.0970 -1.7093 0.4455
```

Atomic partial charges in e from the natural (NBO) method, atoms 1 to 8: atom 1 (C): -0.61, atom 2 (C): 0.06, atom 3 (C): -0.63, atom 4 (N): -0.83, atom 5 (C): 0.06, atom 6 (F): -0.38, atom 7 (H): 0.22, atom 8 (H): 0.21

***

A cluster of 2 separate species, C4H10FNP in total, computed with ωB97M-V/def2-TZVPD.

Results
Gap between HOMO and LUMO (alpha / beta) = 7.8 / 7.8 eV
E_LUMO (alpha / beta) = -4.57 / -4.57 eV
Total charge = +1
Multiplicity = 1

XYZ file:
```
17
C4H10FNP ωB97M-V/def2-TZVPD
C -2.6914 1.0735 0.2761
C -1.5499 0.2892 0.1279
C -0.0471 0.1996 0.3540
C -1.9269 -1.0281 -0.5198
N 3.4545 -0.4194 -0.0083
F 0.6315 -0.9995 0.4548
P 1.0302 1.6007 0.3032
H -2.5617 2.0012 0.8036
H -3.6492 0.6235 -0.0542
H -2.3297 -1.6835 0.1668
H -1.0174 -1.5959 -0.9413
H -2.7273 -0.8985 -1.2406
H 4.3548 -0.1245 -0.3524
H 2.8089 -0.4937 -0.7879
H 3.4534 -1.3735 0.3465
H 0.0319 2.5869 0.4422
H 2.7355 0.2420 0.6295
```

Atomic partial charges in e from the natural (NBO) method, atoms 1 to 8: atom 1 (C): -0.28, atom 2 (C): -0.14, atom 3 (C): 0.17, atom 4 (C): -0.64, atom 5 (N): -0.92, atom 6 (F): -0.36, atom 7 (P): 0.19, atom 8 (H): 0.21

***

A structure of composition C4H10FOP, computed with ωB97M-V/def2-TZVPD.

Results
Gap between HOMO and LUMO = 10.8 eV
E_LUMO = 0.76 eV
Multiplicity = 1

XYZ file:
```
17
C4H10FOP ωB97M-V/def2-TZVPD
C 1.2722 -1.9100 -0.5180
C -1.9195 0.0324 -0.2828
C 0.0036 2.0379 0.7863
C 1.0299 -0.3811 -0.4934
O -0.4423 -0.4316 1.9115
F 2.0887 0.3476 -0.1547
P -0.3137 0.2014 0.6465
H 1.8417 -2.1798 -1.4301
H 1.9483 -2.0746 0.3671
H 0.2370 -2.4058 -0.5444
H -2.1137 -0.9996 -0.3029
H -2.5223 0.5755 0.4096
H -1.8799 0.2917 -1.3465
H 0.7885 1.9127 1.6699
H 0.2212 2.5046 -0.1011
H -0.9894 2.3663 1.1681
H 0.7496 0.1123 -1.7852
```

Atomic partial charges in e from the natural (NBO) method, atoms 1 to 8: atom 1 (C): -0.67, atom 2 (C): -0.99, atom 3 (C): -0.98, atom 4 (C): -0.08, atom 5 (O): -1.10, atom 6 (F): -0.36, atom 7 (P): 1.90, atom 8 (H): 0.22

***

A structure of composition C4H10I2N, computed with ωB97M-V/def2-TZVPD.

Results
Gap between HOMO and LUMO = 7.3 eV
E_LUMO = -5.02 eV
Total charge = +1
Multiplicity = 1

XYZ file:
```
17
C4H10I2N ωB97M-V/def2-TZVPD
C -2.0192 1.3148 1.9377
C 1.2527 -0.9459 0.4013
C 1.0732 0.7198 -1.4849
C -0.6306 -1.0164 -1.3095
N 0.7847 -0.6976 -1.0244
I -1.2751 -2.9420 -0.6596
I -2.0467 0.6907 -0.1969
H -1.2602 0.5308 2.3382
H -1.5939 2.3265 1.8964
H -2.9579 1.3762 2.5225
H 0.6799 -0.3866 1.0931
H 1.2989 -2.0794 0.7035
H 2.2102 -0.4543 0.3514
H 0.9450 1.3995 -0.6486
H 1.9008 0.7051 -2.1196
H 0.2657 0.7599 -2.1840
H 1.3724 -1.3012 -1.6168
```

Atomic partial charges in e from the natural (NBO) method, atoms 1 to 8: atom 1 (C): -0.73, atom 2 (C): -0.43, atom 3 (C): -0.41, atom 4 (C): -0.28, atom 5 (N): -0.52, atom 6 (I): 0.27, atom 7 (I): 0.47, atom 8 (H): 0.23

***

A structure of composition C4H10I2N, computed with ωB97M-V/def2-TZVPD.

Results
Gap between HOMO and LUMO = 8.9 eV
E_LUMO = -5.05 eV
Total charge = +1
Multiplicity = 1

XYZ file:
```
17
C4H10I2N ωB97M-V/def2-TZVPD
C 1.2949 0.7412 -1.5397
C -0.4627 0.0676 1.7360
C 0.6099 -0.2655 -0.5256
C -2.3179 -0.2048 -0.5361
N -0.4493 0.3468 0.3485
I -2.6708 -2.1420 0.2702
I -3.5450 1.4279 -0.1681
H 0.9107 0.4752 -2.6140
H 1.4956 1.7649 -1.2594
H 2.3335 0.2591 -1.6692
H 0.5800 0.0394 2.1405
H -1.0698 0.6759 2.4020
H -0.7315 -1.0311 1.7147
H 1.2446 -0.7526 0.1359
H 0.2599 -1.0927 -1.2196
H -1.8323 -0.3930 -1.5175
H -0.6333 1.2880 -0.0135
```

Atomic partial charges in e from the natural (NBO) method, atoms 1 to 8: atom 1 (C): -0.67, atom 2 (C): -0.45, atom 3 (C): -0.24, atom 4 (C): -0.49, atom 5 (N): -0.43, atom 6 (I): 0.36, atom 7 (I): 0.40, atom 8 (H): 0.24

***

The ion C4H10N with charge +1, computed with ωB97M-V/def2-TZVPD.

Results
Gap between HOMO and LUMO = 10.0 eV
E_LUMO = -5.64 eV
SMILES = C=[NH+]CCC
Total charge = +1
Multiplicity = 1

XYZ file:
```
15
C4H10N ωB97M-V/def2-TZVPD
C -0.6770 -2.0938 0.7957
N 0.0821 -1.1454 1.2431
C 0.7935 -0.2312 0.2567
C -0.2896 0.4843 -0.6165
C 0.0259 2.0212 -0.8146
H -0.5909 -2.2653 -0.2848
H -1.0108 -2.9766 1.3994
H 0.1931 -0.8722 2.2148
H 1.4366 0.4516 0.8256
H 1.3215 -0.9065 -0.4372
H -0.1884 0.1837 -1.6965
H -1.3417 0.3375 -0.4073
H -0.8660 2.4711 -1.2907
H 0.9572 2.0890 -1.3846
H 0.1545 2.4525 0.1970
```

Atomic partial charges in e from the natural (NBO) method, atoms 1 to 8: atom 1 (C): 0.11, atom 2 (N): -0.38, atom 3 (C): -0.24, atom 4 (C): -0.45, atom 5 (C): -0.59, atom 6 (H): 0.23, atom 7 (H): 0.26, atom 8 (H): 0.45

***

no.,molecular weight (g/mol),total energy (Ha)
1,91.13,-313.01893
2,122.10,-653.99814
3,124.09,-674.82552
4,325.94,-808.12429
5,325.94,-808.18737
6,72.13,-212.85415